2 unconnected molecules or ions with the total composition C6H10O. Source: the OMol25 dataset; level of theory: ωB97M-V with the def2-TZVPD basis set.

Summary:
* electronic energy: -8429.09956 eV
* energy relative to the best compared isomer or geometry (same formula, charge and spin): 206.6 kJ/mol
* Kohn-Sham gap: 9.780 eV
* max |F|: 0.6 eV/Å
* SMILES string: C=CC/C=C\C=O.[H][H]
* HOMO energy: -9.66 eV

Geometry as XYZ:
```
17
Properties=species:S:1:pos:R:3:forces:R:3
C -1.983908 0.220870 0.808682 0.104 0.161 -0.189
C -1.441695 0.921565 -0.185069 -0.161 -0.160 0.191
C -0.038931 1.482806 -0.147676 0.079 0.028 0.071
C 0.836240 0.646299 -1.042303 0.084 -0.140 0.004
C 1.620421 -0.375642 -0.671366 -0.128 0.186 -0.083
C 1.808044 -0.864064 0.711188 -0.136 0.128 0.347
O 1.279774 -0.419262 1.712019 0.231 -0.233 -0.472
H -1.433032 0.026999 1.725927 -0.072 0.071 -0.111
H -0.857226 -2.031712 0.013878 0.038 -0.095 -0.033
H -2.984103 -0.194899 0.723746 0.121 0.077 0.003
H -2.001747 1.074459 -1.107764 0.047 -0.021 0.119
H -0.041626 2.517915 -0.511902 -0.006 -0.158 0.027
H 0.339713 1.466104 0.874371 -0.081 0.018 -0.139
H 0.774950 0.868189 -2.108638 0.038 -0.037 0.135
H 2.167069 -0.927227 -1.433893 -0.065 0.084 0.108
H -0.545145 -2.685571 -0.158238 -0.041 -0.004 0.015
H 2.501204 -1.726830 0.797034 -0.054 0.094 0.005
```
Forces are in eV/Å.